(1)
Computed, not measured: a molecular structure, C35H34AsBF5O3P2S4Ti at a distorted geometry, with wB97M-V/def2-TZVPD.

ORCA input file:
```
! wB97M-V def2-TZVPD RIJCOSX def2/J DEFGRID3
* xyz -1 1
Ti 0.0391 -0.7061 -1.9170
O 0.8811 1.1084 -0.8509
P 1.2708 0.9344 0.5875
C -0.1929 0.3986 1.5857
P -1.5827 0.7371 0.4487
O -1.5076 -0.0033 -0.8594
C -1.5740 2.5354 0.2278
C -1.7413 3.3695 1.3308
C -1.6893 4.7427 1.1730
C -1.4776 5.2899 -0.0859
C -1.3422 4.4612 -1.1904
C -1.3958 3.0838 -1.0370
C -3.1448 0.3990 1.2772
C -3.2631 0.2203 2.6489
C -4.5188 0.0215 3.2037
C -5.6474 0.0079 2.4000
C -5.5279 0.1869 1.0271
C -4.2792 0.3887 0.4669
C 1.5846 2.5418 1.3920
C 1.8335 2.5419 2.7646
C 2.0329 3.7365 3.4330
C 1.9905 4.9360 2.7321
C 1.7853 4.9328 1.3615
C 1.5902 3.7356 0.6874
C 2.9202 0.2224 0.7567
C 3.3950 -0.5083 1.8335
C 4.7516 -0.7863 1.9124
C 5.6244 -0.3120 0.9446
C 5.1431 0.4157 -0.1363
C 3.7890 0.6866 -0.2340
H -0.2825 1.0652 2.4437
H -0.2455 -0.6318 1.9769
H -1.9080 2.9380 2.3117
H -1.8061 5.3874 2.0345
H -1.4219 6.3648 -0.2029
H -1.1836 4.8842 -2.1738
H -1.2770 2.4312 -1.8919
H -2.3858 0.1799 3.2790
H -4.6068 -0.1365 4.2702
H -6.6234 -0.1489 2.8409
H -6.4073 0.1643 0.3971
H -4.1659 0.5241 -0.6028
H 1.8676 1.5969 3.2973
H 2.2180 3.7311 4.4992
H 2.1172 5.8729 3.2594
H 1.7692 5.8679 0.8163
H 1.4246 3.7178 -0.3827
H 2.7215 -0.9012 2.5867
H 5.1152 -1.3772 2.7425
H 6.6851 -0.5132 1.0262
H 5.8192 0.7681 -0.9047
H 3.3901 1.2353 -1.0794
S -1.0359 -2.3227 3.6040
As 0.4175 -3.5493 2.6624
S 0.5541 -2.0480 0.0504
S 1.5037 -3.5795 -0.9085
S 2.2007 -3.2151 3.7185
F -3.6755 -6.0972 0.5017
C -3.0674 -5.1264 -0.2268
C -3.4751 -3.8171 -0.0723
C -2.8880 -2.8412 -0.8582
C -1.9104 -3.1461 -1.8109
C -1.3323 -2.1079 -2.7058
C -1.5280 -4.4851 -1.9240
C -2.0930 -5.4762 -1.1362
H -4.2316 -3.5683 0.6600
H -3.2077 -1.8163 -0.7364
H -2.1268 -1.4458 -3.0644
H -0.8628 -2.5881 -3.5655
H -0.7826 -4.7636 -2.6575
H -1.7929 -6.5104 -1.2401
C 2.1714 -3.4132 -3.5953
C 2.2508 -2.5703 -2.3296
C 3.6943 -2.2891 -1.9306
O 1.4785 -1.4452 -2.4233
H 2.7146 -4.3467 -3.4578
H 2.5943 -2.8438 -4.4245
H 1.1287 -3.6294 -3.8195
H 4.2434 -3.2271 -1.8727
H 3.7186 -1.8185 -0.9513
H 4.1628 -1.6243 -2.6618
F 0.2567 -0.6236 -4.7470
B 0.1379 0.6932 -4.3004
F -1.0330 0.7370 -3.4518
F 0.0418 1.6029 -5.3187
F 1.2130 0.9635 -3.4341
*
```

Results
highest occupied orbital energy	-4.407	eV
gap between HOMO and LUMO	6.51	eV
energy above the lowest of the compared OMol25 structures with the same formula, charge and spin	41.17	kcal per mole
molar mass	921.46	Da

(2)
Computed, not measured: a gas-phase ion, C5H5N4OS (charge -1) at a distorted geometry, with wB97M-V/def2-TZVPD.

ORCA input file:
```
! wB97M-V def2-TZVPD RIJCOSX def2/J DEFGRID3
* xyz -1 1
O -0.4829 2.0399 -2.5368
N -0.3976 1.1321 -1.6391
C 0.5845 1.5554 -0.6814
N 0.3207 1.8804 0.5014
S 1.2910 2.9166 1.3167
C -1.0325 -0.0117 -1.6885
C -0.9719 -1.1228 -0.8511
C -0.0014 -1.7475 -0.0054
C -0.6938 -2.8884 0.4173
N -1.9811 -2.8308 0.0300
N -2.0973 -1.7999 -0.7597
H 1.4897 2.0631 -1.0406
H 0.2620 3.3809 2.0082
H -1.7604 -0.0350 -2.5233
H 1.0078 -1.6390 0.1875
H -0.3033 -3.6457 1.1125
*
```

Results
highest occupied orbital energy	-3.763	eV
gap between HOMO and LUMO	6.57	eV
energy above the lowest of the compared OMol25 structures with the same formula, charge and spin	0.00	kcal per mole
structure (SMILES)	[O-]N(/C=N/S)/C=C1\C=CN=N1
molar mass	169.19	Da

(3)
Computed, not measured: 4 unconnected molecules or ions with the total composition C2H11NO5 at a distorted geometry, with wB97M-V/def2-TZVPD.

ORCA input file:
```
! wB97M-V def2-TZVPD RIJCOSX def2/J DEFGRID3
* xyz 0 1
O 0.5369 -1.0510 -1.2538
C 0.6846 0.0875 -1.5349
N 1.3519 0.8796 -0.6306
C 2.1255 0.2093 0.3711
O 3.0902 -0.7375 -0.1367
H 0.3527 0.4909 -2.4117
H 1.6411 1.8393 -0.8148
H 2.8866 0.8379 0.8930
H 1.4918 -0.4258 1.0382
H 2.4456 -1.3770 -0.4997
O -2.4758 0.0689 1.7519
H -3.2635 0.0440 1.3297
H -2.1156 -0.5706 1.2481
O -1.5852 1.9526 -0.8358
H -1.5869 1.7521 0.0144
H -2.0946 2.7102 -1.0907
O -1.4083 -2.0872 0.5752
H -0.4820 -2.0345 0.5588
H -1.5952 -2.5888 1.4284
*
```

Results
highest occupied orbital energy	-10.288	eV
gap between HOMO and LUMO	10.92	eV
energy above the lowest of the compared OMol25 structures with the same formula, charge and spin	46.77	kcal per mole
structure (SMILES)	O=CNCO.O.O.O
molar mass	129.11	Da

(4)
Computed, not measured: a molecular structure, C5H6OS2 at a distorted geometry, with wB97M-V/def2-TZVPD.

ORCA input file:
```
! wB97M-V def2-TZVPD RIJCOSX def2/J DEFGRID3
* xyz 0 1
C -0.4267 0.1673 -0.4442
C 1.0289 0.6155 -0.6133
C 1.2165 -0.3145 0.6224
C 0.1160 -1.1919 0.0139
C -0.7464 0.6456 1.0100
H -2.6198 0.5153 -0.9214
H 1.5048 0.2236 -1.5321
H 1.1826 1.6886 -0.4455
H 2.1642 -0.6831 1.0197
H -0.5139 -1.8204 0.6437
H 0.4447 -1.7931 -0.8407
O 0.3886 0.3856 1.6608
S -1.6426 0.3080 -1.7934
S -2.0969 1.2536 1.6199
*
```

Results
highest occupied orbital energy	-8.974	eV
gap between HOMO and LUMO	9.53	eV
energy above the lowest of the compared OMol25 structures with the same formula, charge and spin	31.31	kcal per mole
molar mass	146.24	Da

(5)
Computed, not measured: 2 unconnected molecules or ions with the total composition BH4N at a distorted geometry, with wB97M-V/def2-TZVPD.

ORCA input file:
```
! wB97M-V def2-TZVPD RIJCOSX def2/J DEFGRID3
* xyz 0 3
B 1.8477 0.6409 0.2007
N 0.8983 1.0827 -0.4882
H 0.1504 0.7700 -1.0461
H 2.5901 0.8214 1.1103
H -1.1025 -0.7011 1.0202
H -0.4778 -1.0389 0.7626
*
```

Results
highest occupied orbital energy (spin up / spin down)	-5.712 / -12.154	eV
gap between HOMO and LUMO (spin up / spin down)	6.65 / 8.63	eV
energy above the lowest of the compared OMol25 structures with the same formula, charge and spin	18.79	kcal per mole
<S²>	2.003
molar mass	28.85	Da

(6)
Computed, not measured: a molecular structure, C37H57F12IrNO6PSi4Te, with wB97M-V/def2-TZVPD.

ORCA input file:
```
! wB97M-V def2-TZVPD RIJCOSX def2/J DEFGRID3
* xyz -1 2
Ir 0.4336 -0.9158 -0.2404
C -6.1635 -2.5061 1.1774
C -4.7350 -2.5036 0.7035
C -4.3795 -3.0023 -0.5448
C -3.0672 -2.9646 -0.9658
C -2.0594 -2.4277 -0.1592
N -0.7558 -2.3588 -0.6632
C -0.2086 -3.4460 -1.3611
C -0.5639 -4.7454 -0.9767
C -0.0142 -5.8531 -1.5854
C 0.9198 -5.7088 -2.6057
C 1.5707 -6.9029 -3.2489
C 1.2597 -4.4225 -2.9933
C 0.7332 -3.2797 -2.3947
C 1.0963 -1.9003 -2.9767
O 0.9054 -0.8051 -2.1879
C 0.1500 -1.6898 -4.2011
F 0.4305 -0.5596 -4.8595
F 0.1871 -2.6915 -5.1038
F -1.1198 -1.6095 -3.7732
C 2.5803 -1.8278 -3.4773
F 3.4205 -2.3788 -2.5918
F 2.7880 -2.4650 -4.6593
F 2.9578 -0.5683 -3.6605
C -2.3996 -1.9063 1.0988
C -3.7323 -1.9717 1.4987
C -1.3632 -1.3375 2.0869
O -0.0695 -1.2381 1.6635
C -1.2545 -2.3572 3.2648
F -2.4002 -2.5668 3.9423
F -0.3312 -1.9861 4.1592
F -0.8819 -3.5535 2.7771
C -1.8419 0.0698 2.6614
F -0.8807 0.9756 2.5157
F -2.1357 0.0214 3.9812
F -2.9368 0.5655 2.0647
H -6.8071 -3.0423 0.4799
H -6.5468 -1.4877 1.2710
H -6.2550 -2.9810 2.1560
H -5.1409 -3.4086 -1.2011
H -2.7959 -3.3296 -1.9482
H -1.2701 -4.8662 -0.1659
H -0.3032 -6.8436 -1.2516
H 0.9263 -7.7810 -3.1938
H 2.5113 -7.1509 -2.7505
H 1.7966 -6.7105 -4.2981
H 1.9672 -4.3103 -3.8030
H -4.0102 -1.5804 2.4690
C 2.1985 1.3524 3.3875
C 3.5502 0.7737 3.0081
C 4.2591 0.1933 4.2229
C 4.4301 1.8136 2.3264
O 3.2903 -0.3630 2.1538
P 3.1763 -0.3416 0.5562
O 4.4614 -0.0563 -0.0899
O 1.9250 0.4667 0.1610
O 2.6224 -1.8648 0.3282
C 3.2090 -3.0632 0.9699
C 4.7148 -2.9000 1.1319
C 2.9252 -4.2277 0.0393
C 2.5068 -3.2808 2.3004
H 2.3209 2.1780 4.0934
H 1.5693 0.5829 3.8374
H 1.6945 1.7129 2.4935
H 4.4646 0.9787 4.9525
H 5.2034 -0.2655 3.9251
H 3.6333 -0.5666 4.6935
H 4.6399 2.6174 3.0353
H 3.9335 2.2443 1.4577
H 5.3669 1.3713 1.9896
H 5.1881 -2.7011 0.1710
H 5.1089 -3.8328 1.5408
H 4.9654 -2.0901 1.8131
H 3.3622 -4.0587 -0.9410
H 1.8542 -4.3863 -0.0700
H 3.3614 -5.1326 0.4679
H 2.7307 -2.4803 3.0011
H 2.8348 -4.2329 2.7246
H 1.4290 -3.3130 2.1500
C -0.5222 6.0819 0.8655
Si -0.0412 4.2705 1.1027
C 1.7851 4.0662 0.7375
C -0.3993 3.9376 2.9160
Si -1.3056 3.1280 -0.5012
Te -1.4054 0.6938 -1.1422
Si -0.4966 3.8179 -2.6132
C 1.1304 2.9559 -2.9692
C -1.7482 3.3253 -3.9338
C -0.2207 5.6790 -2.8075
Si -3.5519 3.7745 -0.3129
C -4.1330 3.8988 1.4734
C -4.6679 2.5604 -1.2119
C -3.7724 5.4769 -1.0996
H 0.1512 6.7090 1.4582
H -1.5397 6.2608 1.2223
H -0.4633 6.4094 -0.1711
H 2.3897 4.5373 1.5186
H 2.0418 4.5300 -0.2177
H 2.0575 3.0120 0.6725
H 0.0151 4.7678 3.4971
H 0.0472 3.0146 3.2741
H -1.4710 3.8880 3.1153
H 1.0227 1.8703 -2.9109
H 1.9094 3.2468 -2.2618
H 1.4719 3.2145 -3.9763
H -2.0021 2.2662 -3.8618
H -1.3244 3.5004 -4.9270
H -2.6696 3.9082 -3.8533
H 0.6292 6.0212 -2.2130
H -1.0978 6.2614 -2.5173
H -0.0019 5.9044 -3.8557
H -4.2433 2.9105 1.9200
H -5.1031 4.4035 1.5082
H -3.4371 4.4673 2.0933
H -4.5327 1.5504 -0.8187
H -4.4477 2.5310 -2.2816
H -5.7170 2.8447 -1.0856
H -3.0324 6.1931 -0.7378
H -4.7655 5.8724 -0.8665
H -3.6786 5.4207 -2.1865
*
```

Results
highest occupied orbital energy (spin up / spin down)	-4.607 / -4.657	eV
gap between HOMO and LUMO (spin up / spin down)	6.66 / 5.71	eV
<S²>	0.761
molar mass	1302.97	Da

Look up the molar mass of the fourth one. 146.24 Da

Among the records above, which one has the lowest molar mass? BH4N

The lowest molar mass belongs to which entry? BH4N

Please write out number 2 again, unchanged.
Computed, not measured: a gas-phase ion, C5H5N4OS (charge -1) at a distorted geometry, with wB97M-V/def2-TZVPD.

ORCA input file:
```
! wB97M-V def2-TZVPD RIJCOSX def2/J DEFGRID3
* xyz -1 1
O -0.4829 2.0399 -2.5368
N -0.3976 1.1321 -1.6391
C 0.5845 1.5554 -0.6814
N 0.3207 1.8804 0.5014
S 1.2910 2.9166 1.3167
C -1.0325 -0.0117 -1.6885
C -0.9719 -1.1228 -0.8511
C -0.0014 -1.7475 -0.0054
C -0.6938 -2.8884 0.4173
N -1.9811 -2.8308 0.0300
N -2.0973 -1.7999 -0.7597
H 1.4897 2.0631 -1.0406
H 0.2620 3.3809 2.0082
H -1.7604 -0.0350 -2.5233
H 1.0078 -1.6390 0.1875
H -0.3033 -3.6457 1.1125
*
```

Results
highest occupied orbital energy	-3.763	eV
gap between HOMO and LUMO	6.57	eV
energy above the lowest of the compared OMol25 structures with the same formula, charge and spin	0.00	kcal per mole
structure (SMILES)	[O-]N(/C=N/S)/C=C1\C=CN=N1
molar mass	169.19	Da